## 1
2 unconnected molecules or ions with the total composition C5H12. Source: the Open Molecules 2025 dataset; level of theory: ωB97M-V/def2-TZVPD.

Properties
HOMO level: -10.270 eV
SMILES: C=C.CCC

CARTESIAN COORDINATES (ANGSTROEM)
C: -2.04763 1.02917 -1.77738
C: -1.08121 1.84015 -2.14179
H: -2.79763 1.23062 -1.02734
H: -2.26567 0.09384 -2.27664
H: -0.89994 2.83257 -1.75884
H: -0.32118 1.53568 -2.85625
C: 1.44492 -2.04719 0.85705
C: 1.21515 -0.51509 0.80799
C: 0.25671 -0.05940 1.91994
H: 0.79026 -2.52312 1.59269
H: 1.30095 -2.54495 -0.09131
H: 2.44448 -2.29124 1.21794
H: 2.16945 -0.00582 0.89631
H: 0.80062 -0.36083 -0.18360
H: 0.33504 -0.75783 2.74918
H: -0.77541 -0.09137 1.57160
H: 0.48775 0.93059 2.31075

Quick look at the Löwdin charges, all values in e: number 1, C, carries -0.089; number 2, C, carries -0.084; number 3, H, carries 0.043; number 4, H, carries 0.045; number 5, H, carries 0.044; number 6, H, carries 0.047; number 7, C, carries -0.123; number 8, C, carries -0.296; number 9, C, carries -0.120; number 10, H, carries 0.060; number 11, H, carries 0.057; number 12, H, carries 0.063; number 13, H, carries 0.090; number 14, H, carries 0.078; number 15, H, carries 0.058; number 16, H, carries 0.065; number 17, H, carries 0.063

---

## 2
2 unconnected molecules or ions with the total composition C5H12. Source: the Open Molecules 2025 dataset; level of theory: ωB97M-V/def2-TZVPD.

Properties
HOMO level: -10.245 eV
SMILES: C=C.CCC

CARTESIAN COORDINATES (ANGSTROEM)
C: 3.28590 -0.97875 1.96724
C: 3.24258 -0.58052 0.70021
H: 2.43641 -1.39431 2.48304
H: 4.20395 -0.93213 2.53094
H: 2.50897 -0.80318 -0.06538
H: 4.18989 -0.41219 0.24950
C: -2.50627 1.52276 -0.25408
C: -1.94051 0.65639 -1.41389
C: -1.57281 -0.71712 -0.86889
H: -1.75547 1.64208 0.52325
H: -2.73276 2.51646 -0.64263
H: -3.41612 1.01079 0.03558
H: -2.71802 0.72203 -2.16995
H: -1.04406 1.10850 -1.85636
H: -0.88494 -1.35821 -1.42109
H: -2.49008 -1.27962 -0.69568
H: -1.01612 -0.54438 0.05346

Quick look at the Löwdin charges, all values in e: number 1, C, carries -0.073; number 2, C, carries -0.079; number 3, H, carries 0.039; number 4, H, carries 0.043; number 5, H, carries 0.043; number 6, H, carries 0.028; number 7, C, carries -0.124; number 8, C, carries -0.323; number 9, C, carries -0.132; number 10, H, carries 0.066; number 11, H, carries 0.064; number 12, H, carries 0.067; number 13, H, carries 0.091; number 14, H, carries 0.095; number 15, H, carries 0.062; number 16, H, carries 0.070; number 17, H, carries 0.064

---

Which one is most stable, and which one is least stable? 1 is the most stable of them, while 2 is the least stable.

---

## 1
2 unconnected molecules or ions with the total composition CH6NO. Source: the Open Molecules 2025 dataset; level of theory: ωB97M-V/def2-TZVPD.

Properties
total charge: -1
HOMO level: -2.275 eV

CARTESIAN COORDINATES (ANGSTROEM)
O: -2.61762 0.20256 -0.24770
H: -2.96935 0.67405 -1.06441
C: 1.23151 -0.28296 0.53529
N: 0.34217 0.16602 -0.56864
H: 0.75668 -0.63755 1.38332
H: 1.84308 0.53397 0.83150
H: 1.96487 -1.04815 0.17454
H: -0.31688 -0.54105 -0.76677
H: -0.23445 0.93311 -0.27714

Quick look at the Löwdin charges, all values in e: number 1, O, carries -0.685; number 2, H, carries -0.183; number 3, C, carries -0.205; number 4, N, carries -0.068; number 5, H, carries 0.026; number 6, H, carries 0.035; number 7, H, carries 0.063; number 8, H, carries 0.000; number 9, H, carries 0.017

---

## 2
2 unconnected molecules or ions with the total composition CH6NO. Source: the Open Molecules 2025 dataset; level of theory: ωB97M-V/def2-TZVPD.

Properties
total charge: -1
HOMO level: -1.217 eV

CARTESIAN COORDINATES (ANGSTROEM)
O: -2.05878 0.56340 0.52330
H: -2.00320 0.66311 -0.46251
C: 1.40606 -0.01935 -0.79386
N: 0.75964 -0.63610 0.39910
H: 2.08649 0.78999 -0.46334
H: 0.54570 0.38204 -1.50448
H: 1.85703 -0.84436 -1.43325
H: 1.46676 -0.81505 1.17969
H: -1.23633 -0.11415 0.46703

Quick look at the Löwdin charges, all values in e: number 1, O, carries -0.227; number 2, H, carries 0.000; number 3, C, carries -0.438; number 4, N, carries -0.321; number 5, H, carries 0.012; number 6, H, carries 0.041; number 7, H, carries 0.009; number 8, H, carries -0.095; number 9, H, carries 0.020

---

Which one is most stable, and which one is least stable? 1 is the most stable of them, while 2 is the least stable.

---

## 1
2 unconnected molecules or ions with the total composition C4H10NO2. Source: the Open Molecules 2025 dataset; level of theory: ωB97M-V/def2-TZVPD.

Properties
total charge: -1
HOMO level: -1.131 eV

CARTESIAN COORDINATES (ANGSTROEM)
C: 1.44656 -1.46737 -0.27525
C: -2.32547 0.91600 0.43552
C: 1.52785 -0.18668 0.58305
C: -1.85465 0.05706 -0.70804
N: 0.77553 0.91538 0.11230
O: 1.42867 1.40682 -1.12462
O: -2.03140 -1.16339 -0.76065
H: 1.89381 -1.27766 -1.24914
H: 1.97430 -2.29547 0.20560
H: 0.40480 -1.73778 -0.41934
H: -2.02463 1.94809 0.29152
H: -3.41611 0.85373 0.52026
H: -1.89308 0.55215 1.36394
H: 1.12339 -0.40066 1.58366
H: 2.61074 0.06567 0.70095
H: -1.42922 0.59536 -1.56609
H: 0.75156 2.00634 -1.45028

Quick look at the Löwdin charges, all values in e: number 1, C, carries -0.140; number 2, C, carries -0.103; number 3, C, carries -0.446; number 4, C, carries -0.354; number 5, N, carries -0.212; number 6, O, carries -0.244; number 7, O, carries -0.056; number 8, H, carries 0.044; number 9, H, carries 0.039; number 10, H, carries 0.032; number 11, H, carries 0.054; number 12, H, carries 0.063; number 13, H, carries 0.067; number 14, H, carries 0.078; number 15, H, carries 0.070; number 16, H, carries 0.089; number 17, H, carries 0.016

---

## 2
A gas-phase ion, C4H10NO2 (charge -1). Source: the Open Molecules 2025 dataset; level of theory: ωB97M-V/def2-TZVPD.

Properties
total charge: -1
HOMO level: -2.339 eV
SMILES: [O-]CCCNCO

CARTESIAN COORDINATES (ANGSTROEM)
O: -3.12300 -0.12746 0.93044
C: -1.84798 0.05343 0.63971
C: -1.16136 -1.00728 -0.29215
C: 0.20012 -0.59138 -0.89919
N: 1.24434 -0.35562 0.11811
C: 1.44732 1.03125 0.47088
O: 2.49494 1.59289 -0.34544
H: -1.15351 0.04166 1.55990
H: -1.72002 1.06104 0.15394
H: -1.82128 -1.23627 -1.14091
H: -1.03788 -1.96361 0.23154
H: 0.48022 -1.39320 -1.59464
H: 0.04380 0.24297 -1.58840
H: 0.97687 -0.90948 0.92019
H: 1.82989 1.01614 1.49335
H: 0.54191 1.62478 0.37175
H: 2.60564 0.92015 -1.02909

Quick look at the Löwdin charges, all values in e: number 1, O, carries -0.359; number 2, C, carries -0.595; number 3, C, carries -0.214; number 4, C, carries -0.262; number 5, N, carries -0.064; number 6, C, carries -0.306; number 7, O, carries -0.094; number 8, H, carries 0.080; number 9, H, carries 0.076; number 10, H, carries 0.092; number 11, H, carries 0.091; number 12, H, carries 0.085; number 13, H, carries 0.106; number 14, H, carries 0.093; number 15, H, carries 0.111; number 16, H, carries 0.098; number 17, H, carries 0.063

---

## 3
A molecular structure, C4H10NO2. Source: the Open Molecules 2025 dataset; level of theory: ωB97M-V/def2-TZVPD.

Properties
total charge: -1
HOMO level: -3.930 eV

CARTESIAN COORDINATES (ANGSTROEM)
C: -0.33239 1.39655 -1.11324
O: 2.72772 -2.81065 0.35166
C: -1.40951 1.12862 -0.23172
C: -0.18794 0.48721 0.60022
C: 0.37367 -0.86964 0.13210
O: 0.76352 -1.58862 1.26246
N: -2.02587 2.17954 0.43313
H: -0.12381 0.91721 -2.05707
H: 0.06559 2.39454 -0.93573
H: -2.05183 0.30560 -0.54308
H: -0.67094 0.28575 1.58269
H: 0.58387 1.20652 0.89694
H: 1.25499 -0.75472 -0.49766
H: -0.43695 -1.39955 -0.40227
H: 1.64773 -2.11076 0.96310
H: -2.52096 2.74039 -0.25416
H: 2.34312 -3.50800 -0.18738

Quick look at the Löwdin charges, all values in e: number 1, C, carries 0.120; number 2, O, carries -0.455; number 3, C, carries -0.601; number 4, C, carries -0.140; number 5, C, carries -0.341; number 6, O, carries -0.165; number 7, N, carries -0.054; number 8, H, carries 0.095; number 9, H, carries 0.096; number 10, H, carries 0.134; number 11, H, carries 0.152; number 12, H, carries 0.125; number 13, H, carries 0.105; number 14, H, carries 0.113; number 15, H, carries -0.023; number 16, H, carries -0.046; number 17, H, carries -0.115

---

## 4
2 unconnected molecules or ions with the total composition C4H10NO2. Source: the Open Molecules 2025 dataset; level of theory: ωB97M-V/def2-TZVPD.

Properties
total charge: -1
HOMO level: -3.453 eV

CARTESIAN COORDINATES (ANGSTROEM)
C: -0.11017 0.77494 2.41532
N: 0.21298 -0.29921 1.70648
C: -0.28350 -1.59240 2.10662
O: -0.73626 0.80842 3.47162
H: 0.18702 1.70670 1.91574
H: 0.48072 -0.17213 0.67696
H: -0.34916 -1.64718 3.19184
H: 0.41343 -2.35824 1.76630
H: -1.27118 -1.78658 1.68903
C: 0.76800 0.13768 -2.12177
O: 0.77641 0.00741 -0.78012
C: -0.39431 1.00438 -2.63560
H: 0.68841 -0.83300 -2.65035
H: 1.71242 0.58892 -2.50624
H: -0.38818 1.12034 -3.72518
H: -0.35955 1.98967 -2.17226
H: -1.34710 0.55028 -2.34839

Quick look at the Löwdin charges, all values in e: number 1, C, carries -0.427; number 2, N, carries -0.036; number 3, C, carries -0.106; number 4, O, carries -0.072; number 5, H, carries 0.120; number 6, H, carries 0.037; number 7, H, carries 0.066; number 8, H, carries 0.072; number 9, H, carries 0.076; number 10, C, carries -0.545; number 11, O, carries -0.333; number 12, C, carries -0.143; number 13, H, carries 0.072; number 14, H, carries 0.075; number 15, H, carries 0.043; number 16, H, carries 0.049; number 17, H, carries 0.052

---

Which one is most stable, and which one is least stable? 4 is the most stable of them, while 3 is the least stable.

---

## 1
A gas-phase ion, C4H10NO2 (charge -1). Source: the Open Molecules 2025 dataset; level of theory: ωB97M-V/def2-TZVPD.

Properties
total charge: -1
HOMO level: -3.368 eV
SMILES: CC(C)[C@H]([O-])NO

CARTESIAN COORDINATES (ANGSTROEM)
C: 1.35328 0.97368 0.64019
C: 0.66246 -0.35651 0.37192
C: 0.90396 -0.85518 -1.04922
C: -0.85468 -0.33167 0.68468
O: -1.52899 -1.38793 0.35641
N: -1.54993 1.00160 -0.07128
O: -2.81445 0.50264 -0.47411
H: 0.87901 1.76449 0.06013
H: 2.41154 0.92049 0.37248
H: 1.27234 1.24212 1.69450
H: 1.07000 -1.11432 1.06150
H: 0.72509 -0.06441 -1.77763
H: 0.20094 -1.66713 -1.23332
H: 1.92376 -1.22268 -1.17983
H: -0.96829 0.00032 1.75594
H: -1.02318 1.08596 -0.95211
H: -2.66285 -0.49148 -0.26027

Quick look at the Löwdin charges, all values in e: number 1, C, carries -0.103; number 2, C, carries -0.406; number 3, C, carries -0.098; number 4, C, carries -0.539; number 5, O, carries -0.225; number 6, N, carries -0.096; number 7, O, carries -0.228; number 8, H, carries 0.060; number 9, H, carries 0.061; number 10, H, carries 0.065; number 11, H, carries 0.125; number 12, H, carries 0.064; number 13, H, carries 0.066; number 14, H, carries 0.060; number 15, H, carries 0.113; number 16, H, carries 0.044; number 17, H, carries 0.037

---

## 2
2 unconnected molecules or ions with the total composition C4H10NO2. Source: the Open Molecules 2025 dataset; level of theory: ωB97M-V/def2-TZVPD.

Properties
total charge: -1
HOMO level: -3.931 eV

CARTESIAN COORDINATES (ANGSTROEM)
C: -1.59727 -0.98803 -0.37662
C: -1.38443 -0.06497 -1.59988
C: 0.03995 0.54679 -1.57774
H: -0.90342 -1.86822 -0.44483
H: -2.61664 -1.36498 -0.34636
H: -1.25161 -0.39217 0.53751
H: -2.04533 0.81293 -1.57790
H: -1.53117 -0.65108 -2.52169
H: 0.18571 1.20863 -2.47830
H: 0.14283 1.15350 -0.64511
H: 0.83773 -0.25708 -1.50964
N: 2.17495 0.46273 2.66102
C: 1.19689 0.04208 1.76752
O: 1.39473 -1.05782 1.14432
O: 0.16054 0.75131 1.68910
H: 3.10872 0.23679 2.38389
H: 2.08780 1.42960 2.89469

Quick look at the Löwdin charges, all values in e: number 1, C, carries -0.143; number 2, C, carries -0.339; number 3, C, carries -0.153; number 4, H, carries 0.074; number 5, H, carries 0.039; number 6, H, carries 0.066; number 7, H, carries 0.084; number 8, H, carries 0.079; number 9, H, carries 0.057; number 10, H, carries 0.057; number 11, H, carries 0.079; number 12, N, carries 0.086; number 13, C, carries -0.847; number 14, O, carries -0.126; number 15, O, carries -0.121; number 16, H, carries 0.055; number 17, H, carries 0.053

---

## 3
A gas-phase ion, C4H10NO2 (charge -1). Source: the Open Molecules 2025 dataset; level of theory: ωB97M-V/def2-TZVPD.

Properties
total charge: -1
HOMO level: -2.768 eV
SMILES: N[C@@H](C[O-])CCO

CARTESIAN COORDINATES (ANGSTROEM)
N: 1.17913 0.89040 -0.34011
C: 0.24801 0.12319 0.56191
C: -0.24914 1.23729 1.58719
O: -0.05161 2.52848 1.28315
C: -0.82903 -0.53667 -0.25317
C: -0.38998 -1.70837 -1.14637
O: 0.64560 -1.22539 -2.06842
H: 0.71262 1.81653 -0.37865
H: 2.04391 1.07832 0.14871
H: 0.83012 -0.64244 1.12733
H: -1.33177 0.91268 1.58298
H: 0.12355 0.94349 2.61210
H: -1.32639 0.26073 -0.78723
H: -1.62486 -1.03198 0.32793
H: -1.26512 -1.89135 -1.79757
H: 0.28110 -2.41547 -0.66398
H: 1.00385 -0.33942 -1.79582

Quick look at the Löwdin charges, all values in e: number 1, N, carries -0.005; number 2, C, carries -0.377; number 3, C, carries -0.504; number 4, O, carries -0.350; number 5, C, carries -0.209; number 6, C, carries -0.235; number 7, O, carries -0.186; number 8, H, carries 0.059; number 9, H, carries 0.064; number 10, H, carries 0.128; number 11, H, carries 0.068; number 12, H, carries 0.076; number 13, H, carries 0.117; number 14, H, carries 0.106; number 15, H, carries 0.106; number 16, H, carries 0.106; number 17, H, carries 0.036

---

## 4
2 unconnected molecules or ions with the total composition C4H10NO2. Source: the Open Molecules 2025 dataset; level of theory: ωB97M-V/def2-TZVPD.

Properties
total charge: -1
HOMO level (spin up / spin down): -2.039 / -1.930 eV

CARTESIAN COORDINATES (ANGSTROEM)
C: 1.47162 -0.73769 -0.64560
C: 0.41012 0.00512 1.58228
C: -0.21876 1.14583 -0.54496
C: 0.30609 -0.12736 0.09269
N: -1.43757 -1.31885 -0.56726
O: -2.44375 -0.86765 0.15809
O: -1.46628 1.54648 -0.03627
H: 2.08740 -1.33488 0.02583
H: 1.12248 -1.38980 -1.44794
H: 2.11152 0.03266 -1.10080
H: 0.87968 0.96569 1.84886
H: 0.99822 -0.79977 2.02124
H: -0.58924 -0.00661 2.01812
H: 0.47233 2.00680 -0.38799
H: -0.28868 1.00455 -1.64309
H: -1.43100 -0.81869 -1.47792
H: -1.98418 0.69418 0.10472

Quick look at the Löwdin charges, all values in e: number 1, C, carries -0.110; number 2, C, carries -0.098; number 3, C, carries -0.344; number 4, C, carries -0.411; number 5, N, carries -0.121; number 6, O, carries -0.387; number 7, O, carries -0.131; number 8, H, carries 0.056; number 9, H, carries 0.054; number 10, H, carries 0.059; number 11, H, carries 0.071; number 12, H, carries 0.059; number 13, H, carries 0.065; number 14, H, carries 0.103; number 15, H, carries 0.097; number 16, H, carries 0.018; number 17, H, carries 0.021

---

Which one is most stable, and which one is least stable? 2 is the most stable of them, while 4 is the least stable.